1.
# C4H8O2

3 unconnected molecules or ions with the total composition C4H8O2 at a distorted geometry (ωB97M-V with the def2-TZVPD basis set, OMol25).

Geometry as XYZ:
```
14
Properties=species:S:1:pos:R:3:forces:R:3:mulliken_charge:R:1
O -0.051 0.532 0.594 1.83 -1.01 -0.68 -0.437
O -0.616 -1.001 -1.007 -0.10 0.02 0.24 -0.418
C 2.433 -1.247 0.359 -0.89 -0.01 0.33 -0.487
C -2.329 1.133 0.111 0.49 -0.48 -0.96 -1.031
C 1.901 -0.043 0.352 0.98 0.15 0.66 -0.254
C -0.416 0.263 -0.586 -2.29 1.07 0.77 0.084
H -2.673 0.559 0.962 0.22 -0.08 0.03 0.322
H -0.174 0.916 -1.427 -0.11 -0.10 0.05 0.408
H 1.810 -2.121 0.170 0.22 0.00 0.10 0.181
H -2.088 2.168 0.316 -0.01 -0.05 -0.09 0.319
H 2.422 0.895 0.503 -0.25 0.04 0.12 0.327
H -0.826 -1.540 -0.225 0.12 0.11 -0.14 0.352
H -2.854 0.915 -0.813 -0.15 0.21 0.04 0.363
H 3.460 -1.428 0.690 -0.06 0.13 -0.45 0.270
```
Positions in Å, forces in eV/Å.

- multiplicity = 1
- HOMO energy (alpha / beta) (eV) = -8.17 / -7.53
- Kohn-Sham gap (alpha / beta) (eV) = 8.9 / 7.4
- E_LUMO (alpha / beta) (eV) = 0.75 / -0.13
- energy above the lowest of the compared OMol25 structures with the same formula, charge and spin (kcal/mol) = 159.3

---

2.
# C4H8O2

C4H8O2 in the gas phase (ωB97M-V with the def2-TZVPD basis set, OMol25).

Geometry as XYZ:
```
14
Properties=species:S:1:pos:R:3:forces:R:3:mulliken_charge:R:1
O 1.411 -0.150 -1.263 -0.07 0.00 -0.01 -0.351
O -1.518 0.594 0.833 0.05 0.07 0.04 -0.382
C 0.128 -0.046 -0.809 -0.26 0.00 0.13 -0.114
C 2.413 0.270 -0.365 0.21 0.09 0.14 -0.785
C -2.352 -0.519 0.595 -0.19 -0.22 -0.04 -0.725
C -0.259 0.578 0.307 0.30 -0.02 -0.09 -0.140
H 0.419 1.155 0.926 -0.04 -0.10 -0.11 0.356
H -0.561 -0.561 -1.472 0.07 0.06 0.15 0.399
H 3.370 -0.026 -0.797 -0.14 0.06 0.03 0.224
H -2.872 -0.733 1.532 -0.03 0.02 -0.13 0.231
H 2.400 1.359 -0.222 0.00 -0.13 -0.04 0.313
H -1.768 -1.399 0.303 -0.05 0.10 0.06 0.361
H -3.095 -0.306 -0.182 0.13 0.00 0.02 0.260
H 2.284 -0.216 0.613 0.03 0.07 -0.14 0.353
```
Positions in Å, forces in eV/Å.

- multiplicity = 1
- HOMO energy (eV) = -8.18
- Kohn-Sham gap (eV) = 9.2
- E_LUMO (eV) = 0.99
- energy above the lowest of the compared OMol25 structures with the same formula, charge and spin (kcal/mol) = 59.2
- SMILES = CO/C=C/OC

---

3.
# C4H8O2

A molecular structure, C4H8O2 at a distorted geometry (ωB97M-V with the def2-TZVPD basis set, OMol25).

Geometry as XYZ:
```
14
Properties=species:S:1:pos:R:3:forces:R:3:mulliken_charge:R:1
O -1.584 -0.159 -1.138 -1.04 0.20 -0.18 -0.539
O 0.786 0.032 1.430 -0.31 0.13 0.18 -0.468
C 0.938 -0.098 -0.706 0.26 -0.37 0.27 -0.551
C -1.399 -0.476 0.232 -0.06 -0.06 0.10 -0.744
C 0.091 -0.782 0.470 -0.05 -0.03 -0.71 0.402
C 1.217 0.914 0.395 0.34 0.39 -0.07 -0.376
H 1.739 -0.762 -1.022 0.46 0.24 0.33 0.274
H 0.224 -1.833 0.802 0.14 0.42 -0.81 0.337
H -1.748 0.326 0.897 0.13 -0.14 -0.09 0.297
H -1.625 0.794 -1.251 -0.01 -0.02 0.04 0.317
H 2.232 1.289 0.508 0.04 0.00 0.25 0.308
H -2.027 -1.358 0.399 0.21 0.11 0.20 0.319
H 0.561 0.386 -1.624 -0.42 -0.84 0.62 0.214
H 0.512 1.763 0.340 0.31 -0.03 -0.13 0.209
```
Positions in Å, forces in eV/Å.

- multiplicity = 1
- HOMO energy (eV) = -9.47
- Kohn-Sham gap (eV) = 10.3
- E_LUMO (eV) = 0.84
- energy above the lowest of the compared OMol25 structures with the same formula, charge and spin (kcal/mol) = 62.9

---

4.
# C4H8O2

C4H8O2 in the gas phase at a distorted geometry (ωB97M-V with the def2-TZVPD basis set, OMol25).

Geometry as XYZ:
```
14
Properties=species:S:1:pos:R:3:forces:R:3:mulliken_charge:R:1
O 0.386 -0.754 2.169 0.48 1.29 0.67 -0.589
O 0.752 0.999 -0.903 -0.06 -0.04 0.19 -0.357
C 0.171 0.113 1.328 0.92 0.64 1.68 0.159
C 1.233 0.625 0.361 0.23 -0.15 0.43 -0.425
C -0.504 0.406 -1.194 -0.29 -0.29 0.17 -0.346
C -0.745 -0.906 -0.412 -0.20 -0.88 -0.31 -0.940
H -0.364 -1.140 0.631 -1.05 0.41 -2.30 0.215
H -0.746 0.744 1.338 0.13 -0.15 0.19 0.388
H -1.304 1.143 -1.013 0.13 -0.26 0.13 0.270
H 1.638 1.510 0.862 0.18 0.03 -0.06 0.311
H 2.017 -0.134 0.278 0.00 0.07 0.05 0.297
H -0.208 -1.722 -0.879 -0.32 -0.38 -0.73 0.372
H -1.811 -1.079 -0.291 -0.14 -0.30 -0.46 0.360
H -0.518 0.193 -2.273 0.01 0.01 0.35 0.285
```
Positions in Å, forces in eV/Å.

- multiplicity = 1
- HOMO energy (eV) = -9.71
- Kohn-Sham gap (eV) = 10.6
- E_LUMO (eV) = 0.92
- energy above the lowest of the compared OMol25 structures with the same formula, charge and spin (kcal/mol) = 80.8
- SMILES = CCOCC=O

---

5.
# C4H8O2

C4H8O2 in the gas phase (ωB97M-V with the def2-TZVPD basis set, OMol25).

Geometry as XYZ:
```
14
Properties=species:S:1:pos:R:3:forces:R:3:mulliken_charge:R:1
O 1.047 0.365 -1.859 0.00 -0.02 0.47 -0.557
O 0.135 -0.072 0.153 0.10 0.06 -0.02 -0.262
C -2.116 -0.463 0.706 -0.03 -0.01 0.01 -1.137
C -1.179 -0.080 -0.420 -0.22 -0.01 -0.08 -0.196
C 2.425 0.368 0.138 0.08 0.05 -0.03 -0.990
C 1.158 0.226 -0.665 0.08 0.05 -0.24 0.702
H -2.001 0.235 1.541 -0.06 -0.09 -0.12 0.295
H 2.757 -0.615 0.485 -0.06 0.10 -0.07 0.270
H -3.158 -0.440 0.373 0.14 -0.01 0.01 0.375
H 2.222 0.978 1.022 0.07 -0.08 -0.11 0.303
H -1.393 0.921 -0.813 0.02 -0.14 0.04 0.291
H -1.885 -1.469 1.068 -0.06 0.13 -0.05 0.293
H -1.218 -0.781 -1.259 0.04 0.06 0.14 0.299
H 3.205 0.826 -0.470 -0.11 -0.10 0.04 0.316
```
Positions in Å, forces in eV/Å.

- multiplicity = 1
- HOMO energy (eV) = -10.39
- Kohn-Sham gap (eV) = 11.3
- E_LUMO (eV) = 0.96
- energy above the lowest of the compared OMol25 structures with the same formula, charge and spin (kcal/mol) = 5.8
- SMILES = CCOC(C)=O

---

6.
# C4H8O2

2 unconnected molecules or ions with the total composition C4H8O2 (ωB97M-V with the def2-TZVPD basis set, OMol25).

Geometry as XYZ:
```
14
Properties=species:S:1:pos:R:3:forces:R:3:mulliken_charge:R:1
O 0.393 1.866 0.178 0.05 -0.03 -0.26 -0.509
O 1.893 -0.117 -1.291 0.47 0.12 0.27 -0.433
C -2.037 -1.033 0.293 -0.09 -0.06 0.08 -1.081
C -1.031 -0.033 -0.186 0.11 0.20 0.13 0.125
C -0.552 0.961 0.560 -0.27 -0.30 0.04 -0.247
C 2.743 -0.108 -0.434 -0.18 -0.01 -0.33 -0.054
H -0.878 1.146 1.581 -0.02 -0.06 -0.11 0.314
H 3.762 -0.470 -0.646 -0.02 -0.08 0.04 0.273
H -2.350 -0.827 1.322 0.04 -0.01 -0.14 0.311
H 2.549 0.275 0.583 -0.09 0.00 -0.09 0.194
H -2.934 -1.036 -0.338 0.11 0.00 0.09 0.275
H -1.624 -2.049 0.266 -0.08 0.14 0.01 0.253
H 0.720 1.580 -0.689 -0.01 0.07 0.14 0.316
H -0.652 -0.155 -1.200 -0.04 0.03 0.13 0.263
```
Positions in Å, forces in eV/Å.

- multiplicity = 1
- HOMO energy (eV) = -8.41
- Kohn-Sham gap (eV) = 9.0
- E_LUMO (eV) = 0.55
- energy above the lowest of the compared OMol25 structures with the same formula, charge and spin (kcal/mol) = 50.4
- SMILES = C/C=C/O.C=O

---

7.
# C4H8O2

3 unconnected molecules or ions with the total composition C4H8O2 (ωB97M-V with the def2-TZVPD basis set, OMol25).

Geometry as XYZ:
```
14
Properties=species:S:1:pos:R:3:forces:R:3:mulliken_charge:R:1
O -0.299 -1.406 0.728 -0.03 0.03 0.00 -0.347
O -1.599 0.477 0.441 -0.04 -0.01 0.07 -0.391
C 0.838 -0.741 0.438 0.13 0.23 0.10 -0.311
C -1.417 -0.837 0.048 -0.13 -0.18 -0.14 -0.249
C 0.739 0.504 -0.293 -0.27 -0.14 -0.05 -0.387
C -0.501 1.330 0.059 0.13 0.21 -0.02 -0.420
H -1.244 -0.928 -1.035 -0.01 0.04 0.11 0.430
H -0.810 1.957 -0.788 0.05 -0.10 0.10 0.266
H -2.292 -1.408 0.355 0.12 0.07 -0.05 0.221
H 2.170 0.275 -0.306 0.06 -0.21 -0.02 0.093
H 2.286 -0.738 -0.409 -0.01 0.14 0.02 0.152
H 1.565 -0.938 1.213 -0.03 0.03 -0.18 0.387
H -0.320 1.984 0.918 -0.03 -0.09 -0.10 0.225
H 0.884 0.468 -1.368 0.06 -0.01 0.18 0.333
```
Positions in Å, forces in eV/Å.

- multiplicity = 1
- HOMO energy (eV) = -8.70
- Kohn-Sham gap (eV) = 9.2
- E_LUMO (eV) = 0.53
- energy above the lowest of the compared OMol25 structures with the same formula, charge and spin (kcal/mol) = 143.3

---

8.
# C4H8O2

C4H8O2 in the gas phase (ωB97M-V with the def2-TZVPD basis set, OMol25).

Geometry as XYZ:
```
14
Properties=species:S:1:pos:R:3:forces:R:3:mulliken_charge:R:1
O 0.183 0.638 1.528 0.09 0.05 0.12 -0.562
O 2.592 -0.031 0.702 -0.29 -0.02 -0.38 -0.520
C -0.664 0.099 -0.713 0.07 0.04 -0.03 -0.570
C 1.809 0.273 -0.168 0.31 0.08 0.33 0.046
C -1.444 -0.994 0.012 0.00 -0.03 0.01 -1.079
C 0.422 0.778 0.157 -0.06 -0.04 -0.13 0.203
H 2.095 0.250 -1.238 -0.04 -0.06 0.08 0.352
H 0.452 1.851 -0.111 0.03 -0.14 -0.01 0.230
H -2.193 -1.420 -0.665 0.15 0.04 0.15 0.373
H 1.035 0.383 1.925 -0.17 0.05 -0.04 0.343
H -1.954 -0.583 0.888 0.07 -0.09 -0.16 0.265
H -0.180 -0.307 -1.613 -0.11 0.05 0.10 0.312
H -0.792 -1.799 0.364 -0.07 0.08 -0.07 0.288
H -1.360 0.861 -1.068 0.00 -0.01 0.04 0.317
```
Positions in Å, forces in eV/Å.

- multiplicity = 1
- HOMO energy (eV) = -10.33
- Kohn-Sham gap (eV) = 11.1
- E_LUMO (eV) = 0.75
- energy above the lowest of the compared OMol25 structures with the same formula, charge and spin (kcal/mol) = 26.0
- SMILES = CC[C@@H](O)C=O

---

9.
# C4H8O2

C4H8O2 in the gas phase (ωB97M-V with the def2-TZVPD basis set, OMol25).

Geometry as XYZ:
```
14
Properties=species:S:1:pos:R:3:forces:R:3:mulliken_charge:R:1
O 0.805 -0.232 -0.982 0.04 -0.04 -0.06 -0.386
O -1.364 1.722 0.955 0.34 -0.05 -0.38 -0.486
C -1.220 -1.015 0.211 0.06 -0.05 0.06 -1.180
C -0.581 1.433 0.085 -0.18 0.06 0.23 0.010
C 1.785 -0.133 0.034 0.21 0.00 0.23 -0.696
C -0.520 0.073 -0.595 -0.23 -0.03 0.00 0.279
H -1.199 -1.963 -0.334 0.04 0.17 0.05 0.345
H 2.589 -0.828 -0.225 -0.11 0.13 0.06 0.236
H 1.397 -0.407 1.025 0.02 0.00 -0.17 0.315
H 0.169 2.164 -0.294 -0.17 -0.05 0.06 0.356
H -1.049 0.189 -1.552 0.00 0.08 0.11 0.287
H -2.260 -0.729 0.386 0.13 -0.01 -0.04 0.361
H 2.206 0.883 0.096 -0.12 -0.21 -0.03 0.282
H -0.758 -1.157 1.191 -0.01 0.02 -0.11 0.277
```
Positions in Å, forces in eV/Å.

- multiplicity = 1
- HOMO energy (eV) = -9.71
- Kohn-Sham gap (eV) = 10.6
- E_LUMO (eV) = 0.87
- energy above the lowest of the compared OMol25 structures with the same formula, charge and spin (kcal/mol) = 38.1
- SMILES = CO[C@@H](C)C=O

---

Repeat the ninth record exactly.
# C4H8O2

C4H8O2 in the gas phase (ωB97M-V with the def2-TZVPD basis set, OMol25).

Geometry as XYZ:
```
14
Properties=species:S:1:pos:R:3:forces:R:3:mulliken_charge:R:1
O 0.805 -0.232 -0.982 0.04 -0.04 -0.06 -0.386
O -1.364 1.722 0.955 0.34 -0.05 -0.38 -0.486
C -1.220 -1.015 0.211 0.06 -0.05 0.06 -1.180
C -0.581 1.433 0.085 -0.18 0.06 0.23 0.010
C 1.785 -0.133 0.034 0.21 0.00 0.23 -0.696
C -0.520 0.073 -0.595 -0.23 -0.03 0.00 0.279
H -1.199 -1.963 -0.334 0.04 0.17 0.05 0.345
H 2.589 -0.828 -0.225 -0.11 0.13 0.06 0.236
H 1.397 -0.407 1.025 0.02 0.00 -0.17 0.315
H 0.169 2.164 -0.294 -0.17 -0.05 0.06 0.356
H -1.049 0.189 -1.552 0.00 0.08 0.11 0.287
H -2.260 -0.729 0.386 0.13 -0.01 -0.04 0.361
H 2.206 0.883 0.096 -0.12 -0.21 -0.03 0.282
H -0.758 -1.157 1.191 -0.01 0.02 -0.11 0.277
```
Positions in Å, forces in eV/Å.

- multiplicity = 1
- HOMO energy (eV) = -9.71
- Kohn-Sham gap (eV) = 10.6
- E_LUMO (eV) = 0.87
- energy above the lowest of the compared OMol25 structures with the same formula, charge and spin (kcal/mol) = 38.1
- SMILES = CO[C@@H](C)C=O